{"formula": "C54H55N7O4S2", "method": "ωB97M-V with the def2-TZVPD basis set", "smiles": "CCCCOC1=C(CCCSC(=S)N(c2ccccc2)c2ccccc2)C(=O)OC1=O.c1ccncc1.c1ccncc1.c1ccncc1.c1ccncc1.c1ccncc1.c1ccncc1", "total_charge": 0, "energy_ev": -97168.155, "orbital_gap_ev": 7.1, "largest_force_ev_per_a": 5.62, "symbols": ["C", "C", "C", "C", "O", "C", "C", "C", "C", "C", "S", "C", "S", "N", "C", "C", "C", "C", "C", "C", "C", "C", "C", "C", "C", "C", "C", "O", "O", "C", "O", "H", "H", "H", "H", "H", "H", "H", "H", "H", "H", "H", "H", "H", "H", "H", "H", "H", "H", "H", "H", "H", "H", "H", "H", "H", "C", "C", "C", "N", "C", "C", "H", "H", "H", "H", "H", "C", "C", "C", "N", "C", "C", "H", "H", "H", "H", "H", "C", "C", "C", "N", "C", "C", "H", "H", "H", "H", "H", "C", "C", "C", "N", "C", "C", "H", "H", "H", "H", "H", "C", "C", "C", "N", "C", "C", "H", "H", "H", "H", "H", "C", "C", "C", "N", "C", "C", "H", "H", "H", "H", "H"], "positions_angstrom": [[0.659, -3.656, 1.883], [1.829, -3.009, 0.960], [2.984, -2.299, 1.814], [2.501, -1.031, 2.667], [3.698, -0.239, 3.022], [3.442, 1.140, 2.845], [3.579, 1.928, 1.658], [4.095, 1.428, 0.218], [2.966, 0.603, -0.587], [2.094, 1.527, -1.598], [0.735, 2.277, -0.572], [-0.919, 1.761, -1.272], [-0.996, 1.690, -2.968], [-2.098, 1.464, -0.445], [-1.826, 1.577, 1.007], [-2.563, 2.730, 1.765], [-2.440, 2.978, 3.288], [-1.512, 2.045, 4.144], [-0.755, 0.890, 3.393], [-0.921, 0.645, 1.848], [-2.679, 0.130, -0.719], [-4.204, -0.036, -0.360], [-4.998, -1.350, -0.532], [-4.254, -2.575, -1.130], [-2.752, -2.426, -1.482], [-1.932, -1.105, -1.275], [3.131, 3.445, 1.889], [3.153, 4.331, 1.017], [2.709, 3.525, 3.274], [2.910, 2.236, 3.895], [2.696, 1.941, 5.099], [-0.235, -3.921, 1.204], [0.330, -2.974, 2.735], [1.068, -4.669, 2.264], [2.329, -3.849, 0.346], [1.300, -2.327, 0.207], [3.409, -3.065, 2.561], [3.844, -2.040, 1.094], [1.724, -0.375, 2.138], [2.026, -1.347, 3.672], [4.983, 0.723, 0.430], [4.499, 2.340, -0.344], [2.212, 0.210, 0.195], [3.507, -0.242, -1.145], [2.793, 2.392, -1.907], [1.718, 0.964, -2.516], [-3.264, 3.410, 1.154], [-3.026, 3.815, 3.791], [-1.424, 2.217, 5.274], [-0.056, 0.213, 4.009], [-0.361, -0.216, 1.350], [-4.777, 0.870, 0.065], [-6.107, -1.372, -0.214], [-4.861, -3.542, -1.256], [-2.223, -3.347, -1.928], [-0.817, -1.038, -1.545], [-10.821, -1.894, -2.695], [-9.517, -1.606, -3.072], [-8.522, -1.700, -2.113], [-8.746, -2.051, -0.836], [-10.016, -2.322, -0.497], [-11.081, -2.261, -1.382], [-11.628, -1.832, -3.418], [-9.279, -1.316, -4.088], [-7.486, -1.489, -2.359], [-10.169, -2.601, 0.541], [-12.086, -2.492, -1.054], [7.084, -5.059, -0.855], [7.020, -4.772, 0.501], [6.334, -3.636, 0.898], [5.729, -2.792, 0.047], [5.807, -3.092, -1.260], [6.466, -4.205, -1.757], [7.611, -5.940, -1.206], [7.492, -5.416, 1.232], [6.253, -3.370, 1.948], [5.312, -2.393, -1.925], [6.495, -4.399, -2.822], [-3.561, 1.369, -8.131], [-3.257, 1.034, -6.820], [-2.133, 1.602, -6.242], [-1.317, 2.458, -6.878], [-1.633, 2.763, -8.147], [-2.735, 2.251, -8.813], [-4.433, 0.945, -8.618], [-3.879, 0.347, -6.259], [-1.856, 1.374, -5.217], [-0.955, 3.454, -8.638], [-2.942, 2.535, -9.837], [4.470, 4.914, 6.252], [5.082, 5.586, 7.300], [4.344, 6.536, 7.989], [3.071, 6.847, 7.699], [2.504, 6.183, 6.679], [3.154, 5.214, 5.932], [5.014, 4.162, 5.690], [6.108, 5.377, 7.577], [4.777, 7.086, 8.818], [1.475, 6.455, 6.464], [2.647, 4.709, 5.122], [-7.772, -6.679, -2.549], [-7.011, -7.469, -3.398], [-6.337, -6.851, -4.439], [-6.380, -5.531, -4.678], [-7.125, -4.789, -3.843], [-7.832, -5.310, -2.771], [-8.314, -7.125, -1.721], [-6.943, -8.540, -3.255], [-5.727, -7.426, -5.128], [-7.143, -3.726, -4.060], [-8.416, -4.663, -2.128], [7.365, 4.089, 2.716], [6.521, 4.286, 1.632], [7.087, 4.402, 0.373], [8.407, 4.338, 0.138], [9.202, 4.149, 1.204], [8.734, 4.018, 2.501], [6.960, 3.993, 3.717], [5.448, 4.348, 1.763], [6.468, 4.553, -0.506], [10.264, 4.104, 0.986], [9.422, 3.865, 3.324]], "lowdin_charge": [-0.122, -0.247, -0.178, -0.165, -0.061, -0.081, -0.009, -0.107, -0.231, -0.430, 0.853, -0.919, 0.684, -0.129, -0.233, 0.000, -0.062, -0.052, -0.052, -0.017, -0.199, 0.006, -0.070, -0.074, -0.065, -0.026, -0.302, 0.096, 0.049, -0.252, 0.095, 0.073, 0.067, 0.080, 0.111, 0.088, 0.123, 0.081, 0.094, 0.136, 0.129, 0.112, 0.072, 0.113, 0.092, 0.065, 0.105, 0.087, 0.092, 0.083, 0.083, 0.103, 0.080, 0.088, 0.090, 0.091, -0.076, -0.074, -0.172, 0.053, -0.155, -0.074, 0.107, 0.105, 0.094, 0.103, 0.102, -0.077, -0.069, -0.147, 0.044, -0.146, -0.071, 0.107, 0.103, 0.106, 0.099, 0.103, -0.087, -0.070, -0.168, 0.060, -0.158, -0.083, 0.103, 0.103, -0.013, 0.100, 0.098, -0.076, -0.078, -0.160, 0.050, -0.145, -0.066, 0.095, 0.099, 0.099, 0.102, 0.074, -0.080, -0.079, -0.156, 0.055, -0.156, -0.072, 0.105, 0.100, 0.101, 0.093, 0.087, -0.072, -0.066, -0.146, 0.055, -0.154, -0.076, 0.097, 0.075, 0.104, 0.101, 0.101]}